Here is C45H58AsN8ORuSe as an isolated structure from the OMol25 dataset. Energies are from the ωB97M-V functional and the def2-TZVPD basis.

```
115
Properties=species:S:1:pos:R:3
Ru -0.32 0.12 0.11
Se -0.08 -2.17 -0.86
As -1.96 1.95 -0.34
O -0.68 0.18 -2.69
N -0.53 0.35 4.84
N -1.49 -1.83 -3.42
N 0.13 -0.15 2.60
N 1.82 0.60 0.47
N -0.72 -0.15 -4.92
N 2.59 1.00 -1.67
N 3.52 -0.75 -0.44
N -1.90 -0.85 3.42
C -5.78 1.21 -1.69
C -0.95 -0.54 -3.66
C 3.64 0.80 2.02
C -1.39 4.44 -1.71
C -5.69 1.65 1.36
C -3.70 -4.06 -0.01
C -2.05 6.14 0.37
C 0.25 1.56 5.01
C 3.49 -0.19 4.18
C 2.64 0.28 -0.54
C 4.87 -0.70 -0.97
C -3.14 2.11 2.39
C 2.90 0.45 -2.97
C -4.64 1.49 -0.94
C -3.34 -5.39 0.10
C 1.86 2.25 -1.67
C -2.10 -1.55 2.18
C -2.02 -5.77 -0.11
C 2.14 -0.42 3.99
C -4.60 1.64 0.51
C 1.49 -0.01 2.82
C -1.42 -3.48 -0.51
C -1.77 3.91 -0.48
C -2.94 -1.89 -3.33
C -1.06 -4.82 -0.42
C 2.31 0.47 1.76
C -3.36 1.67 -2.98
C -3.32 1.89 1.03
C -1.68 6.66 -0.86
C -4.51 1.43 -3.72
C -2.75 -3.10 -0.32
C -3.08 -0.68 4.24
C 3.29 -1.86 0.45
C -2.10 4.76 0.56
C -0.09 1.13 -5.17
C -0.81 -0.34 6.09
C -1.09 -0.88 -6.12
C -0.88 -3.00 -4.01
C -0.72 -0.22 3.62
C -5.52 1.95 2.70
C 4.23 0.50 3.23
C -3.42 1.69 -1.60
C -4.25 2.17 3.22
C -1.35 5.81 -1.90
C -5.71 1.19 -3.07
H -0.27 -1.52 -6.46
H 3.14 -0.61 -2.89
H -6.38 2.02 3.35
H 0.78 2.07 -1.82
H -2.96 0.17 4.92
H 0.25 2.14 4.09
H -1.34 -2.32 2.03
H -0.21 2.15 5.80
H 5.05 0.25 -1.46
H 1.28 1.36 5.30
H 2.03 0.55 -3.61
H 2.24 2.88 -2.47
H -1.27 -1.31 5.91
H -2.42 1.85 -3.49
H 3.74 0.97 -3.45
H -1.66 7.73 -1.02
H -4.13 2.40 4.27
H -2.14 2.26 2.78
H -6.72 1.03 -1.19
H -1.37 -3.35 -4.93
H 5.06 -1.52 -1.67
H -1.74 -6.81 -0.04
H -2.05 -0.83 1.32
H 0.80 0.99 -5.78
H -3.94 -0.48 3.60
H -2.41 4.37 1.52
H 0.17 1.60 -4.22
H -4.73 -3.76 0.13
H 5.26 0.77 3.41
H -1.45 0.26 6.73
H 0.13 -0.50 6.63
H -4.08 -6.12 0.36
H -0.78 1.79 -5.70
H 3.96 -0.54 5.09
H -6.68 1.47 0.98
H -6.61 0.99 -3.64
H 4.21 1.29 1.24
H -1.31 -0.15 -6.90
H -4.47 1.42 -4.80
H 0.17 -2.81 -4.21
H 2.26 -1.86 0.81
H 3.97 -1.83 1.31
H -2.33 6.80 1.17
H -0.04 -5.12 -0.58
H -3.42 -1.87 -4.32
H -3.30 -1.03 -2.76
H -3.04 -2.06 -0.42
H -1.09 6.21 -2.87
H 2.00 2.76 -0.72
H 5.57 -0.81 -0.14
H -3.08 -2.02 2.19
H 1.59 -0.96 4.75
H -3.22 -2.81 -2.82
H -1.14 3.75 -2.52
H 3.47 -2.79 -0.09
H -3.29 -1.58 4.82
H -1.98 -1.48 -5.97
H -0.93 -3.81 -3.28
```

multiplicity	2
total energy	-190326.464	eV
net charge	+2

Atom charges from the Löwdin analysis, given in e for atoms 1 to 6:
1 Ru 0.76
2 Se 0.91
3 As 1.31
4 O -0.12
5 N -0.16
6 N -0.22